Entry 1:
Computed, not measured: a single C6H9N3 molecule, with ωB97M-V/def2-TZVPD.

```
! RIJCOSX wB97M-V def2-TZVPD def2/J DEFGRID3
* xyz 0 1
C 1.22466 1.45144 -2.31334
N 1.61873 1.00747 -0.96908
C 0.84575 0.09578 -0.42054
C 1.21960 -0.45430 0.91942
C 0.29898 -0.46834 1.85106
C -1.13277 -0.14188 1.85414
N -1.86026 -0.78182 0.78593
C -1.52299 -0.64081 -0.51651
N -0.34095 -0.35693 -1.03354
H 1.01018 2.52591 -2.34148
H 0.41846 0.80479 -2.68982
H 2.14513 1.36179 -2.93804
H 2.32194 -0.63153 1.04033
H 0.62765 -1.07992 2.72769
H -1.22951 0.94478 1.93376
H -1.60017 -0.51564 2.81942
H -2.87048 -0.76448 0.97098
H -2.34520 -0.77816 -1.25142
*
```

Properties
E_tot, eV: -10836.11354
Gap between HOMO and LUMO, eV: 9.12
Structure (SMILES): C/N=C1/C=CCNC=N1

***

Entry 2:
Computed, not measured: a molecular structure, H4N2O2S2, with ωB97M-V/def2-TZVPD.

```
! RIJCOSX wB97M-V def2-TZVPD def2/J DEFGRID3
* xyz 0 1
N -0.21850 0.32009 1.03451
N 0.31037 -0.48992 -1.60006
O 1.44224 -2.00324 1.23109
O 2.49500 0.66223 -1.74210
S 1.75003 -0.65270 0.89507
S 1.94610 -0.68001 -1.43545
H -0.20329 1.14428 1.62302
H -0.89091 -0.28390 1.47602
H -0.11114 -0.00335 -0.75555
H 0.10275 -0.18808 -2.48443
*
```

Properties
E_tot, eV: -28807.28013
Gap between HOMO and LUMO, eV: 8.24

***

Entry 3:
Computed, not measured: 2 unconnected molecules or ions with the total composition C4H12NO2, with ωB97M-V/def2-TZVPD.

```
! RIJCOSX wB97M-V def2-TZVPD def2/J DEFGRID3
* xyz 1 1
O -1.68345 2.19003 -0.07041
C -0.66036 2.17161 0.46282
C 0.23473 0.90829 0.54313
N -0.32147 -0.06063 -0.58523
C 0.10475 0.28517 -2.02582
C 0.17836 0.17131 1.88609
H -0.04554 3.06787 0.86605
H 1.35754 1.24471 0.43093
H -0.07633 -1.02394 -0.36275
H -1.33925 -0.29602 -0.33849
H -0.41190 1.15447 -2.45920
H -0.12782 -0.31918 -2.95415
H 1.26498 0.36933 -1.80276
H -0.69506 -0.35651 2.44424
H 0.50340 0.77049 2.78430
H 0.97517 -0.59493 1.76853
H 0.92935 -3.35674 0.29820
H -0.34925 -3.46638 -0.73583
O 0.16214 -2.85893 -0.14965
*
```

Properties
E_tot, eV: -9919.04080
Gap between HOMO and LUMO, eV: 11.13

***

Entry 4:
Computed, not measured: 10 unconnected molecules or ions with the total composition C45H63N10O, with ωB97M-V/def2-TZVPD.

```
! RIJCOSX wB97M-V def2-TZVPD def2/J DEFGRID3
* xyz 1 1
C 0.83873 -1.54099 -2.27173
C 0.49219 -0.28699 -1.51322
C -1.01827 -0.21170 -1.36325
C -1.62931 -1.04748 -0.19817
C -0.88349 -0.76891 1.04736
C 0.62122 -0.81403 0.97692
N 1.24559 -0.16872 -0.19910
O 2.48239 0.20085 -0.13937
C 1.05380 -2.35116 1.05318
C 1.16754 -0.20598 2.31192
C 1.01664 0.93073 -2.39976
H 0.63759 -1.56351 -3.24322
H 0.21586 -2.37533 -1.82580
H 1.92934 -1.55739 -2.20067
H -1.50285 -0.44527 -2.29418
H -1.28999 0.86743 -1.17914
H -1.50914 -2.10007 -0.45615
H -2.73814 -0.90253 -0.06123
H -1.09996 -1.47231 1.91001
H -0.95636 0.29785 1.34287
H 2.28970 -2.53532 0.87104
H 0.68869 -2.76111 0.12310
H 0.76942 -2.91881 1.88604
H 2.13482 -0.61645 2.62837
H 0.76004 -0.52273 3.31617
H 1.00073 1.07261 2.13449
H 1.88260 1.00204 -2.59444
H 0.50842 1.96595 -1.99565
H 0.78474 1.04890 -3.34843
N -6.10713 0.57613 -2.99752
C -4.91301 0.89717 -2.45739
C -3.74767 0.58696 -3.34608
C -4.53953 -0.06701 -4.58181
C -5.95524 -0.05726 -4.28775
H -7.06182 0.98476 -2.73499
H -4.68709 1.50138 -1.31449
H -2.75912 0.89201 -3.46582
H -4.10982 -0.53127 -5.53020
H -6.89415 -0.37801 -4.69100
N 5.01412 0.98128 3.43873
C 5.45089 1.65270 2.23987
C 5.47582 0.55097 1.20410
C 5.17857 -0.70973 1.91003
C 4.70849 -0.39640 3.23606
H 4.88831 1.41107 4.34539
H 5.70928 2.57356 2.35450
H 5.73857 0.75144 0.14751
H 5.16246 -1.67901 1.51612
H 4.52198 -0.95905 4.17376
N 0.70352 4.95033 -3.50174
C 0.50810 3.82466 -4.27005
C -0.72593 3.93548 -5.01592
C -1.38833 5.25661 -4.59090
C -0.32699 5.85234 -3.58192
H 1.55135 5.01447 -2.84691
H 1.38739 3.15421 -4.49999
H -1.19172 3.29256 -5.69249
H -2.29523 5.65964 -5.10429
H -0.33265 7.00854 -3.15045
N -1.76134 2.40916 4.74092
C -2.50041 1.40438 4.21894
C -1.68997 0.01389 4.60166
C -0.49031 0.63273 5.33183
C -0.62628 2.14252 5.44680
H -2.03779 3.44201 4.64201
H -3.50639 1.48073 3.74744
H -1.88315 -1.08490 4.28964
H 0.38784 0.10525 5.88539
H -0.14099 2.76031 5.86746
N 3.48055 -5.21547 4.34523
C 2.92225 -4.24069 3.37988
C 3.97870 -3.37238 2.94437
C 5.25322 -3.81395 3.52418
C 4.87114 -4.94870 4.36528
H 2.89976 -6.02327 4.80149
H 1.88305 -4.15856 3.18908
H 3.74096 -2.73794 2.23397
H 6.34026 -3.40721 3.48144
H 5.36432 -5.55689 5.12630
N -4.52235 -2.38662 -2.05648
C -4.94331 -3.05250 -0.94777
C -4.03180 -4.31495 -0.80832
C -2.92491 -4.02744 -1.89155
C -3.41095 -2.73419 -2.64306
H -4.94092 -1.58992 -2.54040
H -5.92186 -2.79727 -0.33990
H -3.97603 -5.32257 -0.15077
H -2.06240 -4.64316 -2.05765
H -2.67425 -2.00725 -3.37458
N -2.03873 -6.19167 0.80110
C -0.73401 -5.93469 0.31887
C 0.08132 -5.36863 1.35806
C -1.01490 -5.11416 2.57572
C -2.20763 -5.83994 2.16634
H -2.99856 -6.73667 0.71157
H -0.45804 -6.06188 -0.63079
H 1.02781 -5.07454 1.48692
H -0.93859 -4.71845 3.60072
H -3.05366 -6.29282 2.63448
N 3.70791 6.01414 -2.42626
C 4.06717 4.71501 -3.01199
C 3.60471 3.69657 -1.95993
C 2.94436 4.59289 -0.80436
C 3.02363 6.00433 -1.22730
H 4.00017 6.80751 -2.92692
H 4.51452 4.67525 -4.04902
H 3.66592 2.65313 -2.07966
H 2.37233 4.27411 -0.01575
H 2.49115 6.82268 -0.71415
N -1.14046 3.60121 -1.28609
C -0.57720 3.26330 0.00606
C -1.78026 3.16926 0.85695
C -3.01832 3.22578 -0.11410
C -2.47619 3.53948 -1.44532
H -0.70578 3.82369 -2.18642
H 0.42191 3.48270 0.11446
H -1.81101 2.74411 1.87930
H -3.98712 2.98214 0.23487
H -2.91505 3.54089 -2.44257
*
```

Properties
E_tot, eV: -64601.31185
Gap between HOMO and LUMO, eV: 4.10

***

Question: Which formula does entry 4 have?
Answer: C45H63N10O

***

Question: Which of these has the highest E_tot?
Answer: C4H12NO2